{"formula": "C29H39O8", "method": "the ωB97M-V functional and the def2-TZVPD basis", "elements": ["C", "C", "O", "C", "C", "C", "O", "C", "C", "C", "C", "C", "C", "C", "C", "C", "C", "O", "H", "H", "H", "H", "H", "H", "H", "H", "H", "H", "H", "H", "H", "H", "H", "H", "H", "H", "H", "H", "H", "H", "H", "H", "H", "C", "O", "C", "C", "C", "C", "C", "C", "C", "O", "O", "C", "C", "C", "O", "C", "O", "C", "C", "H", "H", "H", "H", "H", "H", "H", "H", "H", "H", "H", "H", "H", "H"], "positions_angstrom": [[-1.207, 1.318, 2.957], [-0.395, 0.319, 2.182], [0.934, 0.234, 2.725], [1.691, -0.575, 1.947], [3.085, -0.687, 2.374], [4.015, -1.426, 1.582], [5.245, -1.283, 1.763], [3.580, -2.380, 0.468], [3.392, -1.670, -0.860], [4.676, -1.180, -1.545], [4.767, 0.348, -1.684], [5.557, 1.035, -0.565], [4.957, 2.374, -0.121], [3.902, 2.210, 0.983], [4.524, 2.033, 2.369], [3.541, 1.564, 3.441], [3.523, 0.038, 3.602], [1.178, -1.104, 0.962], [-2.210, 1.325, 2.519], [-1.289, 1.048, 4.015], [-0.783, 2.325, 2.865], [-0.854, -0.678, 2.215], [-0.334, 0.625, 1.130], [4.361, -3.143, 0.370], [2.625, -2.827, 0.750], [2.889, -2.375, -1.536], [2.681, -0.851, -0.700], [5.555, -1.571, -1.016], [4.684, -1.600, -2.559], [5.275, 0.570, -2.634], [3.756, 0.773, -1.755], [5.632, 0.364, 0.306], [6.588, 1.197, -0.911], [5.778, 3.004, 0.243], [4.488, 2.882, -0.973], [3.240, 3.092, 0.996], [3.249, 1.347, 0.762], [5.360, 1.322, 2.307], [4.948, 3.003, 2.671], [3.842, 2.005, 4.398], [2.519, 1.891, 3.222], [2.861, -0.233, 4.434], [4.539, -0.298, 3.835], [-7.405, 0.653, 2.964], [-6.355, 1.613, 2.682], [-5.721, 1.491, 1.487], [-4.634, 2.366, 1.235], [-3.894, 2.218, 0.085], [-4.176, 1.192, -0.854], [-3.357, 1.021, -2.029], [-3.004, -0.172, -2.583], [-2.177, -0.127, -3.815], [-1.787, 0.898, -4.328], [-1.797, -1.335, -4.342], [-2.570, -2.490, -3.971], [-3.950, -2.469, -4.602], [-1.745, -3.704, -4.403], [-2.651, -2.570, -2.531], [-3.045, -1.459, -1.836], [-3.325, -1.576, -0.662], [-5.294, 0.365, -0.608], [-6.064, 0.506, 0.529], [-7.727, 0.925, 3.968], [-8.241, 0.749, 2.250], [-7.022, -0.381, 2.944], [-4.400, 3.125, 1.980], [-3.046, 2.871, -0.125], [-3.004, 1.913, -2.538], [-4.538, -1.595, -4.303], [-3.839, -2.472, -5.690], [-4.484, -3.379, -4.315], [-0.767, -3.654, -3.915], [-2.257, -4.620, -4.100], [-1.613, -3.689, -5.487], [-5.570, -0.406, -1.325], [-6.902, -0.172, 0.702]], "lumo_energy_ev": 1.03, "charge": -1, "max_force_ev_per_a": 2.87, "energy_ha": -1730.4239, "gap_ev": 4.0944}

=====

{"formula": "C4H3NS", "method": "the ωB97M-V functional and the def2-TZVPD basis", "elements": ["S", "C", "C", "C", "C", "N", "H", "H", "H"], "positions_angstrom": [[2.068, 1.813, 0.571], [0.863, 0.759, 0.369], [0.357, 0.220, -0.920], [-0.653, -0.599, -0.608], [-0.759, -0.570, 0.869], [0.100, 0.204, 1.451], [0.763, 0.477, -1.879], [-1.274, -1.184, -1.289], [-1.466, -1.120, 1.436]], "lumo_energy_ev": -1.77, "charge": 0, "max_force_ev_per_a": 1.14, "energy_ha": -607.1080, "gap_ev": 7.4598}

=====

{"formula": "C17H24BN8S5Tm", "method": "the ωB97M-V functional and the def2-TZVPD basis", "elements": ["Tm", "S", "C", "C", "N", "C", "S", "C", "N", "C", "N", "C", "C", "N", "B", "N", "C", "C", "N", "C", "C", "S", "C", "S", "H", "H", "H", "H", "H", "H", "H", "H", "H", "H", "H", "H", "C", "C", "N", "C", "S", "N", "C", "C", "H", "H", "H", "H", "H", "H", "H", "H", "H", "H", "H", "H"], "positions_angstrom": [[-0.208, -0.093, 0.006], [-0.399, 2.395, -0.722], [-1.468, 2.897, 0.576], [-2.048, 4.183, 0.344], [-2.510, 5.209, 0.103], [-1.785, 2.243, 1.730], [-1.262, 0.644, 2.265], [-2.653, 2.894, 2.656], [-3.363, 3.392, 3.414], [0.030, -2.231, -3.168], [1.258, -2.597, -2.498], [2.501, -2.704, -3.085], [3.366, -3.036, -2.101], [2.668, -3.137, -0.925], [3.283, -3.454, 0.464], [3.103, -2.232, 1.446], [3.336, -2.425, 2.787], [3.139, -1.257, 3.436], [2.777, -0.334, 2.485], [2.483, 1.065, 2.735], [2.754, -0.951, 1.272], [2.496, -0.069, -0.196], [1.390, -2.848, -1.172], [0.106, -2.864, -0.019], [0.183, -2.291, -4.242], [-0.273, -1.212, -2.926], [-0.768, -2.910, -2.876], [2.661, -2.533, -4.134], [4.426, -3.210, -2.135], [2.684, -4.376, 0.946], [4.458, -3.647, 0.317], [3.625, -3.390, 3.165], [3.235, -1.005, 4.477], [2.413, 1.218, 3.809], [1.536, 1.346, 2.285], [3.268, 1.700, 2.325], [-3.534, -4.318, 1.391], [-3.665, -4.161, -0.121], [-3.150, -2.882, -0.596], [-3.729, -1.701, -0.780], [-2.771, -0.373, -1.315], [-5.028, -1.452, -0.628], [-6.122, -2.291, -0.155], [-6.878, -2.978, -1.289], [-3.920, -5.290, 1.699], [-4.084, -3.540, 1.924], [-2.486, -4.249, 1.684], [-4.694, -4.292, -0.446], [-3.066, -4.928, -0.613], [-2.138, -2.859, -0.677], [-5.278, -0.515, -0.900], [-6.806, -1.640, 0.389], [-5.743, -3.021, 0.556], [-7.279, -2.242, -1.985], [-7.707, -3.556, -0.881], [-6.227, -3.650, -1.850]], "lumo_energy_ev": [0.05, 0.06], "charge": 0, "max_force_ev_per_a": 0.63, "energy_ha": -4201.4365, "spin_multiplicity": 3, "gap_ev": [7.6963, 7.7275]}

=====

{"formula": "C32H53BBrN6O2Ti", "method": "the ωB97M-V functional and the def2-TZVPD basis", "elements": ["Ti", "C", "C", "C", "C", "C", "C", "C", "C", "C", "C", "C", "C", "C", "C", "C", "C", "C", "H", "H", "H", "H", "H", "H", "H", "H", "H", "H", "H", "H", "H", "H", "H", "H", "H", "H", "H", "H", "H", "H", "H", "H", "H", "H", "H", "H", "H", "N", "C", "C", "O", "O", "H", "H", "H", "H", "B", "C", "N", "H", "H", "H", "C", "C", "N", "C", "N", "C", "C", "C", "N", "C", "H", "H", "H", "H", "H", "H", "H", "H", "H", "H", "H", "H", "H", "Br", "C", "C", "C", "N", "C", "C", "H", "H", "H", "H"], "positions_angstrom": [[0.015, 0.093, -0.658], [-0.522, 0.101, 1.699], [0.543, 0.882, 2.230], [1.757, 0.141, 2.021], [1.368, -1.073, 1.441], [-0.039, -1.163, 1.256], [-0.853, -2.447, 1.474], [-2.281, -2.316, 0.937], [-0.173, -3.687, 0.894], [-0.934, -2.641, 2.999], [3.231, 0.409, 2.367], [3.832, 1.562, 1.548], [4.088, -0.825, 2.039], [3.419, 0.647, 3.873], [0.224, 2.121, 3.074], [0.039, 1.593, 4.513], [1.253, 3.259, 3.092], [-1.106, 2.765, 2.657], [-1.559, 0.260, 1.944], [2.047, -1.869, 1.195], [-2.311, -2.070, -0.125], [-2.840, -1.553, 1.485], [-2.813, -3.259, 1.070], [-0.136, -3.689, -0.193], [-0.729, -4.577, 1.194], [0.841, -3.802, 1.285], [-1.407, -1.784, 3.484], [0.060, -2.775, 3.432], [-1.525, -3.529, 3.234], [3.890, 1.283, 0.492], [4.857, 1.753, 1.872], [3.286, 2.498, 1.634], [4.075, -1.064, 0.974], [3.768, -1.704, 2.600], [5.122, -0.618, 2.315], [2.956, 1.558, 4.241], [4.485, 0.712, 4.098], [3.008, -0.189, 4.442], [0.959, 1.175, 4.916], [-0.725, 0.814, 4.539], [-0.282, 2.410, 5.161], [2.251, 2.946, 3.368], [0.932, 3.999, 3.826], [1.317, 3.789, 2.136], [-1.958, 2.099, 2.801], [-1.100, 3.096, 1.615], [-1.281, 3.646, 3.275], [0.940, 2.149, -0.283], [0.727, 3.026, -1.445], [0.437, 2.142, -2.646], [0.042, 2.565, -3.699], [0.654, 0.864, -2.373], [0.682, 2.609, 0.581], [1.924, 1.916, -0.178], [1.583, 3.668, -1.656], [-0.134, 3.670, -1.269], [-1.505, -3.545, -3.135], [-0.812, -2.445, -2.280], [-0.305, -1.625, -1.631], [-2.671, -3.211, -3.185], [-1.346, -4.585, -2.543], [-0.963, -3.516, -4.216], [-3.858, -0.673, -4.561], [-2.362, -0.494, -4.668], [-1.830, -0.079, -3.375], [-2.503, 0.480, -2.378], [-1.857, 0.748, -1.191], [-2.630, 1.607, -0.279], [-4.067, 1.149, -0.171], [-4.690, 1.295, -1.533], [-3.817, 0.721, -2.551], [-4.427, 0.549, -3.875], [-4.088, -1.567, -3.979], [-4.295, -0.791, -5.551], [-2.107, 0.264, -5.412], [-1.872, -1.429, -4.938], [-0.821, -0.037, -3.300], [-2.590, 2.648, -0.625], [-2.160, 1.584, 0.690], [-4.612, 1.753, 0.555], [-4.093, 0.110, 0.162], [-4.858, 2.353, -1.763], [-5.655, 0.790, -1.595], [-4.265, 1.451, -4.473], [-5.499, 0.445, -3.715], [6.152, -2.537, -3.191], [4.609, -1.831, -2.396], [3.664, -2.667, -1.827], [2.550, -2.094, -1.245], [2.328, -0.775, -1.200], [3.238, 0.006, -1.786], [4.395, -0.463, -2.377], [3.779, -3.741, -1.837], [1.797, -2.729, -0.799], [3.038, 1.068, -1.802], [5.099, 0.225, -2.824]], "lumo_energy_ev": [-3.92, -3.92], "charge": 1, "max_force_ev_per_a": 1.43, "energy_ha": -5178.4082, "gap_ev": [7.2037, 7.2047]}

=====

{"formula": "C5H13N2O2", "method": "the ωB97M-V functional and the def2-TZVPD basis", "elements": ["C", "C", "C", "C", "N", "C", "N", "H", "H", "H", "H", "H", "H", "H", "H", "H", "H", "H", "O", "H", "H", "O"], "positions_angstrom": [[0.612, -1.304, 1.835], [0.624, -0.914, 0.375], [-0.692, -0.466, -0.222], [-1.126, -1.208, -1.317], [-2.126, -0.519, -1.906], [-2.294, 0.622, -1.219], [-1.472, 0.663, -0.141], [1.668, -1.322, 2.219], [0.147, -2.199, 2.269], [0.357, -0.361, 2.499], [0.921, -1.704, -0.343], [1.501, -0.247, 0.217], [-0.679, -2.183, -1.516], [-2.765, -0.849, -2.620], [-2.824, 1.475, -1.652], [-1.318, 1.411, 0.532], [1.498, 1.232, -3.146], [2.984, 0.530, -3.324], [2.088, 0.491, -2.993], [0.595, 2.255, 4.125], [1.442, 2.676, 3.078], [0.857, 1.919, 3.249]], "lumo_energy_ev": -3.25, "charge": 1, "max_force_ev_per_a": 4.11, "energy_ha": -458.0422, "gap_ev": 10.3294}

=====

{"formula": "C22H16CuN4PS3Sb", "method": "the ωB97M-V functional and the def2-TZVPD basis", "elements": ["Cu", "S", "Sb", "S", "S", "N", "C", "C", "C", "C", "C", "C", "P", "C", "C", "C", "C", "C", "C", "C", "C", "C", "C", "C", "C", "H", "H", "H", "H", "H", "H", "H", "H", "H", "H", "H", "H", "H", "H", "H", "H", "N", "C", "C", "C", "N", "C", "N"], "positions_angstrom": [[-1.653, 1.385, -0.129], [-0.349, 4.971, 1.513], [-2.086, 4.192, 2.695], [-3.949, 3.744, 1.157], [-2.878, 1.993, 1.692], [0.087, -0.315, -2.709], [0.326, -1.497, -2.067], [0.627, -2.639, -2.830], [0.959, -3.830, -2.227], [1.006, -3.936, -0.838], [0.694, -2.824, -0.081], [0.337, -1.606, -0.663], [-0.047, -0.152, 0.353], [-0.406, -0.837, 2.001], [-1.446, -1.756, 2.144], [-1.832, -2.188, 3.400], [-1.195, -1.696, 4.532], [-0.173, -0.772, 4.399], [0.221, -0.341, 3.138], [1.546, 0.701, 0.550], [2.747, 0.005, 0.682], [3.931, 0.696, 0.863], [3.922, 2.088, 0.917], [2.731, 2.781, 0.788], [1.543, 2.088, 0.597], [-0.361, 0.434, -2.204], [-0.138, -0.344, -3.692], [0.598, -2.557, -3.909], [1.187, -4.688, -2.847], [1.275, -4.867, -0.359], [0.718, -2.901, 0.999], [-1.956, -2.135, 1.266], [-2.640, -2.902, 3.495], [-1.504, -2.028, 5.516], [0.321, -0.374, 5.276], [1.015, 0.390, 3.046], [2.754, -1.077, 0.633], [4.864, 0.156, 0.961], [4.849, 2.628, 1.060], [2.706, 3.861, 0.845], [0.619, 2.650, 0.519], [-2.069, 1.977, -1.920], [-2.437, 2.015, -3.019], [-2.748, 1.977, -4.371], [-3.749, 2.789, -4.939], [-4.568, 3.447, -5.417], [-2.017, 1.043, -5.132], [-1.382, 0.250, -5.686]], "lumo_energy_ev": 2.33, "charge": -1, "max_force_ev_per_a": 0.31, "energy_ha": -4483.7997, "gap_ev": 7.6049}

=====

{"formula": "C32H48O24", "method": "the ωB97M-V functional and the def2-TZVPD basis", "elements": ["C", "C", "C", "O", "C", "O", "O", "H", "H", "H", "H", "H", "H", "C", "C", "C", "O", "C", "O", "O", "H", "H", "H", "H", "H", "H", "C", "C", "C", "O", "C", "O", "O", "H", "H", "H", "H", "H", "H", "C", "C", "C", "O", "C", "O", "O", "H", "H", "H", "H", "H", "H", "C", "C", "C", "O", "C", "O", "O", "H", "H", "H", "H", "H", "H", "C", "C", "C", "O", "C", "O", "O", "H", "H", "H", "H", "H", "H", "C", "C", "C", "O", "C", "O", "O", "H", "H", "H", "H", "H", "H", "C", "C", "C", "O", "C", "O", "O", "H", "H", "H", "H", "H", "H"], "positions_angstrom": [[-2.051, -2.523, -3.984], [-0.741, -2.823, -4.776], [0.397, -3.812, -4.094], [0.698, -4.563, -5.233], [-0.167, -4.414, -6.219], [-0.042, -4.946, -7.338], [-1.122, -3.581, -5.896], [-2.709, -1.983, -4.634], [-1.818, -1.958, -3.044], [-2.561, -3.414, -3.727], [-0.425, -1.776, -5.072], [-0.252, -4.344, -3.571], [1.293, -3.492, -3.583], [3.429, -2.072, 0.113], [2.092, -2.087, 0.895], [1.252, -0.725, 0.986], [0.283, -0.888, -0.087], [0.297, -2.114, -0.456], [-0.384, -2.549, -1.345], [1.120, -2.912, 0.181], [3.836, -3.027, -0.091], [4.120, -1.431, 0.684], [3.197, -1.571, -0.712], [2.286, -2.520, 1.941], [1.802, 0.195, 0.963], [1.017, -0.502, 1.947], [1.784, 3.638, -1.797], [0.572, 3.111, -2.374], [0.093, 1.624, -2.022], [-1.211, 1.920, -1.447], [-1.488, 3.254, -1.619], [-2.548, 3.647, -1.240], [-0.543, 3.975, -2.101], [1.722, 4.746, -1.809], [2.701, 3.390, -2.347], [1.835, 3.498, -0.706], [0.631, 3.234, -3.479], [0.847, 1.171, -1.178], [-0.073, 0.936, -2.820], [0.173, 6.299, 0.999], [0.286, 5.766, 2.518], [-0.906, 4.937, 2.988], [-0.518, 3.637, 2.603], [0.825, 3.495, 2.515], [1.461, 2.499, 2.428], [1.334, 4.838, 2.452], [0.083, 5.584, 0.052], [1.033, 6.882, 0.802], [-0.743, 7.016, 0.955], [0.686, 6.576, 3.077], [-1.902, 5.207, 2.473], [-0.814, 4.919, 4.120], [4.428, 1.687, -6.429], [3.042, 1.464, -5.841], [2.403, 0.198, -6.440], [1.760, -0.399, -5.366], [2.366, 0.060, -4.261], [2.177, -0.438, -3.232], [3.112, 1.103, -4.530], [4.739, 2.502, -6.043], [4.430, 1.754, -7.600], [5.163, 0.894, -6.052], [2.409, 2.394, -6.019], [3.037, -0.520, -6.981], [1.628, 0.526, -7.140], [-1.565, -5.482, 0.773], [-1.913, -4.663, 2.055], [-1.542, -5.545, 3.323], [-0.892, -4.628, 4.198], [-0.525, -3.644, 3.378], [0.200, -2.667, 3.840], [-1.085, -3.588, 2.200], [-2.168, -6.263, 0.822], [-0.481, -5.614, 0.809], [-1.895, -4.775, 0.044], [-2.896, -4.312, 2.081], [-0.731, -6.355, 2.895], [-2.466, -6.098, 3.808], [0.054, 0.649, 5.196], [-0.493, 0.786, 6.628], [0.516, 0.457, 7.657], [0.351, 1.518, 8.685], [-0.313, 2.489, 7.947], [-0.426, 3.683, 8.507], [-0.718, 2.144, 6.799], [0.839, 1.359, 4.776], [-0.910, 0.883, 4.633], [0.565, -0.446, 4.910], [-1.290, 0.326, 6.781], [1.478, 0.342, 7.381], [-0.002, -0.478, 8.218], [-2.306, 0.893, 1.626], [-3.394, 0.530, 0.575], [-2.970, -0.753, -0.194], [-4.062, -1.637, -0.001], [-4.839, -1.174, 0.948], [-5.771, -1.802, 1.484], [-4.536, 0.082, 1.216], [-2.655, 1.772, 2.260], [-1.354, 1.060, 1.187], [-2.152, 0.133, 2.431], [-3.725, 1.380, 0.051], [-2.043, -1.118, 0.251], [-2.751, -0.634, -1.133]], "lumo_energy_ev": 0.03, "charge": 0, "max_force_ev_per_a": 10.86, "energy_ha": -3053.7041, "gap_ev": 10.0396}

=====

{"formula": "C8H20InO6", "method": "the ωB97M-V functional and the def2-TZVPD basis", "elements": ["C", "C", "In", "H", "H", "H", "H", "H", "H", "H", "H", "C", "O", "C", "O", "O", "C", "H", "H", "H", "H", "H", "H", "C", "O", "C", "O", "O", "C", "H", "H", "H", "H", "H", "H"], "positions_angstrom": [[1.517, -7.391, 3.339], [1.861, -7.264, 1.855], [1.223, -5.307, 1.027], [1.902, -6.550, 3.924], [0.433, -7.401, 3.493], [1.901, -8.310, 3.808], [1.379, -8.073, 1.295], [2.938, -7.391, 1.702], [1.554, -5.160, -0.708], [-0.517, -5.142, 1.371], [2.100, -4.063, 1.965], [0.086, -1.486, 2.134], [0.205, -0.337, 1.268], [-0.885, -0.020, 0.593], [-1.980, -0.509, 0.704], [-0.585, 0.993, -0.240], [-1.688, 1.454, -1.021], [1.022, -1.526, 2.680], [-0.761, -1.359, 2.806], [-0.030, -2.402, 1.561], [-2.486, 1.827, -0.380], [-2.085, 0.656, -1.646], [-1.292, 2.259, -1.635], [0.832, 4.954, -0.921], [0.590, 6.138, -1.696], [-0.473, 6.056, -2.486], [-1.206, 5.107, -2.586], [-0.597, 7.205, -3.155], [-1.713, 7.241, -4.051], [1.720, 5.172, -0.337], [-0.015, 4.746, -0.271], [1.000, 4.099, -1.572], [-2.645, 7.104, -3.506], [-1.625, 6.458, -4.802], [-1.678, 8.223, -4.512]], "lumo_energy_ev": 2.04, "charge": -1, "max_force_ev_per_a": 0.18, "energy_ha": -958.3465, "gap_ev": 6.2390}